Record 1
Density functional theory data (the ωB97M-V functional and the def2-TZVPD basis) for a 11-piece molecular cluster, C21H61O13 overall in a non-equilibrium geometry.

The geometry in XYZ format:
```
95
C21H61O13 the ωB97M-V functional and the def2-TZVPD basis
O -27.58 -23.28 -32.19
C -28.41 -24.32 -32.57
O -29.58 -24.29 -32.12
O -27.86 -25.18 -33.30
H -26.79 -23.57 -32.69
C -30.65 -19.87 -33.99
C -29.97 -21.17 -33.65
O -29.43 -21.06 -32.35
H -31.57 -19.79 -33.40
H -30.91 -19.79 -35.04
H -30.02 -19.02 -33.71
H -29.16 -21.36 -34.38
H -30.69 -21.99 -33.75
H -29.08 -21.93 -32.09
C -23.25 -23.50 -33.60
C -23.40 -23.08 -32.14
O -22.99 -21.74 -31.90
H -23.77 -22.83 -34.29
H -23.61 -24.52 -33.73
H -22.19 -23.46 -33.85
H -22.75 -23.73 -31.55
H -24.41 -23.28 -31.76
H -23.54 -21.18 -32.48
C -26.34 -27.31 -35.96
C -27.65 -26.69 -36.47
O -28.70 -26.80 -35.54
H -26.10 -26.88 -34.98
H -25.53 -27.14 -36.67
H -26.48 -28.38 -35.82
H -27.93 -27.17 -37.41
H -27.48 -25.63 -36.70
H -28.39 -26.33 -34.76
C -26.57 -23.00 -35.80
C -25.46 -23.83 -36.37
O -24.42 -22.92 -36.85
H -27.40 -23.64 -35.48
H -26.94 -22.29 -36.53
H -26.26 -22.45 -34.92
H -25.80 -24.44 -37.21
H -24.97 -24.40 -35.57
H -24.03 -23.29 -37.64
C -26.99 -28.65 -32.46
C -26.24 -27.62 -31.61
O -25.65 -26.61 -32.42
H -26.32 -29.06 -33.22
H -27.83 -28.21 -32.99
H -27.36 -29.46 -31.83
H -25.45 -28.11 -31.05
H -26.97 -27.12 -30.96
H -26.39 -26.17 -32.87
C -26.16 -20.22 -31.70
C -26.14 -20.20 -33.19
O -24.76 -20.40 -33.62
H -25.59 -19.36 -31.33
H -25.79 -21.15 -31.28
H -27.17 -20.05 -31.33
H -26.51 -19.28 -33.63
H -26.71 -21.03 -33.61
H -24.72 -20.29 -34.57
C -30.87 -22.76 -27.81
C -30.22 -22.89 -29.16
O -29.67 -24.20 -29.28
H -31.77 -23.37 -27.73
H -31.14 -21.72 -27.63
H -30.19 -23.09 -27.02
H -29.39 -22.18 -29.22
H -30.94 -22.66 -29.95
H -29.55 -24.38 -30.23
C -33.87 -21.57 -32.71
C -32.73 -22.27 -31.96
O -32.34 -23.40 -32.70
H -34.26 -20.77 -32.07
H -34.67 -22.28 -32.91
H -33.49 -21.16 -33.64
H -33.06 -22.57 -30.95
H -31.92 -21.54 -31.85
H -31.47 -23.69 -32.39
C -24.89 -24.73 -28.75
C -26.29 -24.49 -29.22
O -27.18 -25.06 -28.25
H -24.71 -25.80 -28.59
H -24.69 -24.19 -27.83
H -24.16 -24.40 -29.49
H -26.50 -24.99 -30.17
H -26.46 -23.42 -29.37
H -28.09 -24.93 -28.57
C -31.05 -27.77 -30.47
C -31.66 -26.65 -31.30
O -31.17 -26.67 -32.63
H -31.14 -28.70 -31.02
H -31.50 -27.82 -29.48
H -29.98 -27.59 -30.29
H -31.51 -25.67 -30.84
H -32.75 -26.81 -31.35
H -30.56 -25.93 -32.74
```

The HOMO energy comes out at -7.07 eV. As for the net charge: -1. For the molecular weight, the calculation gives 521.71 g/mol. Its frontier orbital gap is 9.481 eV. The calculation puts the relative energy (zero: lowest compared OMol25 entry of this formula, charge and spin) at 3.3 kcal/mol.



Record 2
Density functional theory data (the ωB97M-V functional and the def2-TZVPD basis) for C21H62O23Rb as an isolated structure in a non-equilibrium geometry.

The geometry in XYZ format:
```
107
C21H62O23Rb the ωB97M-V functional and the def2-TZVPD basis
Rb -1.13 -1.01 -0.69
C 1.48 -0.79 0.86
O 1.59 0.12 -0.10
O 1.53 -2.02 0.51
O 1.31 -0.45 2.07
C 4.16 -2.40 2.48
O 4.24 -2.23 1.07
H 3.73 -1.55 3.03
H 3.48 -3.27 2.61
H 5.16 -2.67 2.77
H 3.30 -2.21 0.70
C 1.82 -1.48 -3.15
O 1.08 -0.44 -2.56
H 2.19 -2.23 -2.44
H 1.25 -2.02 -3.84
H 2.76 -1.07 -3.66
H 1.44 -0.29 -1.65
C 0.03 -1.33 4.88
O 0.23 -2.02 3.68
H 0.88 -1.55 5.58
H -0.04 -0.24 4.73
H -0.91 -1.64 5.32
H 0.61 -1.33 2.99
C 1.35 -5.14 1.78
O 0.40 -4.44 0.93
H 0.94 -6.04 2.17
H 2.25 -5.39 1.22
H 1.64 -4.43 2.58
H 0.71 -3.51 0.91
C 5.76 3.75 1.03
O 4.34 3.81 0.98
H 6.20 4.68 1.35
H 6.14 2.99 1.75
H 6.21 3.54 0.08
H 3.99 3.00 0.57
C -2.28 0.19 2.37
O -2.93 0.73 1.28
H -1.79 -0.77 2.19
H -1.52 0.87 2.78
H -3.10 0.05 3.09
H -2.38 1.24 0.68
C -4.66 -0.45 -2.57
O -4.68 0.97 -2.43
H -3.95 -0.72 -3.30
H -4.50 -0.87 -1.61
H -5.60 -0.87 -2.95
H -3.96 1.13 -1.81
C 1.61 2.66 2.93
O 0.62 2.32 2.00
H 1.93 3.74 2.79
H 1.19 2.76 3.90
H 2.47 1.98 2.86
H 0.66 1.36 1.94
C -0.38 2.16 -1.20
O -1.64 2.32 -0.57
H -0.24 3.08 -1.71
H 0.50 2.02 -0.56
H -0.37 1.39 -1.97
H -1.77 3.20 -0.23
C 3.17 2.40 -2.17
O 3.23 2.01 -0.88
H 2.12 2.81 -2.39
H 3.97 3.15 -2.44
H 3.29 1.60 -2.86
H 2.53 1.36 -0.63
C -2.77 -4.10 -1.29
O -1.36 -3.94 -1.61
H -3.01 -3.90 -0.28
H -3.36 -3.37 -1.83
H -3.13 -5.08 -1.55
H -0.83 -4.19 -0.85
C 1.17 5.45 1.03
O 0.21 5.03 1.99
C -1.08 4.91 1.72
O -1.62 5.03 0.66
O -1.70 4.73 2.86
C -3.11 4.38 2.80
H 2.08 5.60 1.61
H 0.89 6.30 0.43
H 1.33 4.63 0.35
H -3.27 3.54 2.15
H -3.63 5.21 2.35
H -3.29 4.23 3.87
C -2.04 -4.16 2.77
O -2.97 -3.64 1.81
C -3.96 -2.87 2.29
O -4.32 -2.74 3.44
O -4.49 -2.19 1.25
C -5.82 -1.67 1.52
H -2.63 -4.55 3.62
H -1.30 -3.39 3.11
H -1.58 -4.93 2.22
H -5.88 -0.58 1.37
H -6.14 -2.01 2.54
H -6.35 -2.04 0.67
C 2.70 -0.97 -7.17
O 1.57 -0.18 -6.66
C 0.40 -0.72 -7.03
O 0.36 -1.73 -7.67
O -0.63 -0.04 -6.47
C -0.29 0.99 -5.49
H 2.74 -0.83 -8.22
H 2.53 -1.98 -6.97
H 3.60 -0.51 -6.72
H 0.07 1.88 -6.03
H 0.44 0.66 -4.77
H -1.19 1.19 -4.91
```

The HOMO energy comes out at -5.97 eV. As for the net charge: -1. For the molecular weight, the calculation gives 768.17 g/mol. Its frontier orbital gap is 7.822 eV.



Record 3
Density functional theory data (the ωB97M-V functional and the def2-TZVPD basis) for a 7-piece molecular cluster, C21H63O28P7 overall in a non-equilibrium geometry.

The geometry in XYZ format:
```
119
C21H63O28P7 the ωB97M-V functional and the def2-TZVPD basis
C -27.16 -18.72 10.95
O -26.25 -19.60 10.36
P -24.62 -19.45 10.44
O -24.07 -18.05 10.42
O -24.26 -20.40 11.72
C -24.51 -21.83 11.83
O -23.95 -20.34 9.23
C -24.04 -19.89 7.86
H -28.13 -19.16 11.15
H -27.38 -18.00 10.16
H -26.73 -18.29 11.85
H -25.22 -21.91 12.65
H -23.63 -22.40 12.12
H -24.97 -22.29 10.95
H -24.61 -18.96 7.83
H -24.66 -20.56 7.26
H -23.14 -19.79 7.26
C -28.19 -21.70 -1.53
O -26.91 -21.08 -1.61
P -26.85 -19.49 -1.99
O -27.90 -18.72 -1.28
O -26.95 -19.59 -3.59
C -27.21 -18.43 -4.39
O -25.25 -19.22 -1.81
C -24.40 -20.33 -2.25
H -28.45 -22.29 -2.40
H -29.02 -21.02 -1.36
H -28.13 -22.29 -0.61
H -26.54 -18.34 -5.25
H -27.23 -17.53 -3.78
H -28.25 -18.54 -4.71
H -23.48 -19.85 -2.57
H -24.92 -20.80 -3.08
H -24.21 -21.04 -1.44
C -22.17 -22.84 1.75
O -23.28 -22.02 1.55
P -23.52 -20.64 2.47
O -23.73 -20.84 3.94
O -24.76 -19.91 1.80
C -25.97 -20.54 1.54
O -22.26 -19.68 2.11
C -22.15 -18.99 0.81
H -21.77 -23.23 0.81
H -22.43 -23.77 2.25
H -21.39 -22.34 2.32
H -25.97 -21.57 1.18
H -26.53 -20.06 0.74
H -26.63 -20.45 2.41
H -22.05 -17.91 0.87
H -23.03 -19.26 0.22
H -21.33 -19.44 0.25
C -34.51 -32.82 6.47
O -34.32 -31.70 5.61
P -32.90 -30.91 5.55
O -31.91 -31.22 6.58
O -32.35 -31.24 4.08
C -30.97 -31.18 3.85
O -33.21 -29.33 5.48
C -32.09 -28.43 5.79
H -34.29 -33.68 5.83
H -35.58 -32.92 6.62
H -33.90 -32.73 7.37
H -30.59 -32.20 3.89
H -30.38 -30.58 4.54
H -30.84 -30.75 2.85
H -32.05 -27.63 5.05
H -31.11 -28.91 5.86
H -32.39 -27.95 6.71
C -29.30 -26.07 4.70
O -28.51 -25.31 3.83
P -26.92 -25.00 3.93
O -26.00 -26.17 4.14
O -26.69 -23.93 2.72
C -25.98 -24.29 1.58
O -26.73 -23.91 5.18
C -25.39 -23.53 5.40
H -30.28 -25.92 4.24
H -29.44 -25.65 5.70
H -29.01 -27.11 4.59
H -25.07 -23.70 1.43
H -26.65 -24.45 0.74
H -25.62 -25.30 1.74
H -24.73 -24.23 5.91
H -25.39 -22.66 6.05
H -24.95 -23.22 4.46
C -25.24 -26.65 8.82
O -26.08 -27.81 8.91
P -27.11 -28.29 7.71
O -28.26 -27.38 7.71
O -26.26 -28.52 6.34
C -25.29 -29.58 6.23
O -27.37 -29.77 8.16
C -28.40 -30.49 7.52
H -24.94 -26.37 9.83
H -25.72 -25.74 8.44
H -24.35 -26.99 8.31
H -24.77 -29.99 7.10
H -24.40 -29.03 5.91
H -25.56 -30.33 5.50
H -29.18 -30.75 8.22
H -27.88 -31.36 7.13
H -28.90 -29.95 6.71
C -21.33 -28.32 4.44
O -21.79 -27.96 3.13
P -20.98 -26.98 2.05
O -20.59 -25.71 2.74
O -19.89 -27.91 1.42
C -18.66 -28.09 2.05
O -22.07 -26.92 0.83
C -23.30 -26.57 1.04
H -21.26 -29.41 4.51
H -21.94 -27.92 5.25
H -20.35 -27.88 4.59
H -18.40 -27.32 2.78
H -17.87 -28.52 1.43
H -18.73 -28.94 2.73
H -23.53 -26.83 2.07
H -24.01 -27.06 0.37
H -23.43 -25.50 0.89
```

The HOMO energy comes out at -10.21 eV. For the molecular weight, the calculation gives 980.53 g/mol. Its frontier orbital gap is 10.647 eV. The SMILES is COP(=O)(OC)OC.COP(=O)(OC)OC.COP(=O)(OC)OC.COP(=O)(OC)OC.COP(=O)(OC)OC.COP(=O)(OC)OC.COP(=O)(OC)OC. The calculation puts the relative energy (zero: lowest compared OMol25 entry of this formula, charge and spin) at 122.6 kcal/mol.



> molecular weight of number 2 (C21H62O23Rb)?

768.17 g/mol



> Which value of frontier orbital gap does entry 3 give?

10.647 eV



> Which formula does entry 1 have?

C21H61O13



> Among the records above, which one has the highest frontier orbital gap?

C21H63O28P7